# 1
Formula: C19H23BrHfN5O2
Source: the Open Molecules 2025 dataset
Level of theory: wB97M-V/def2-TZVPD

**E_LUMO**: -10.47 eV
**E**: -3783.26600 Ha

```
! wB97M-V def2-TZVPD RIJCOSX def2/J DEFGRID3
* xyz 3 1
Hf -15.704 2.675 3.306
Br -17.902 6.115 3.761
C -18.553 4.661 2.789
C -19.860 4.762 2.290
C -20.374 3.823 1.427
C -19.514 2.821 0.971
C -18.206 2.837 1.432
N -17.739 3.651 2.457
C -17.106 2.016 0.817
O -17.192 1.342 -0.125
O -15.911 2.183 1.519
H -20.445 5.596 2.542
H -21.369 3.854 1.086
H -19.772 2.129 0.179
C -13.020 -0.742 1.980
C -13.184 0.783 2.025
N -13.908 1.212 3.311
C -14.750 0.219 3.930
N -15.855 0.799 4.416
C -16.853 -0.004 5.105
C -16.777 -1.426 4.594
C -15.357 -1.963 4.688
N -14.426 -1.027 3.952
C -13.136 -1.493 3.328
H -12.089 -0.981 1.426
H -13.827 -1.170 1.388
H -13.773 1.137 1.171
H -12.226 1.239 1.997
H -13.157 1.480 4.003
H -17.864 0.359 4.953
H -16.777 -0.011 6.179
H -17.157 -1.489 3.557
H -17.455 -2.095 5.166
H -15.319 -2.942 4.258
H -14.987 -2.080 5.737
H -13.219 -2.528 3.073
H -12.282 -1.420 3.977
N -15.782 4.219 5.284
C -14.397 4.402 4.902
C -14.125 4.747 3.563
C -12.795 4.715 3.119
C -11.785 4.421 4.010
C -12.073 4.054 5.365
C -13.408 4.054 5.809
H -16.248 5.095 5.399
H -15.797 3.790 6.218
H -14.975 5.173 2.994
H -12.600 5.022 2.106
H -10.753 4.489 3.738
H -11.213 3.819 5.999
H -13.602 3.797 6.836
*
```

***

# 2
Formula: C7H36O11
Source: the Open Molecules 2025 dataset
Level of theory: wB97M-V/def2-TZVPD

**SMILES**: C/C=C(\C)CCC.O.O.O.O.O.O.O.O.O.O.O
**E_LUMO**: 0.02 eV
**E**: -1115.85286 Ha

```
! wB97M-V def2-TZVPD RIJCOSX def2/J DEFGRID3
* xyz 0 1
C -0.500 0.611 -2.527
C -0.401 0.275 -0.996
C 0.823 -0.545 -0.787
C 0.963 -1.241 0.530
C 1.558 -0.593 1.626
C 1.825 -1.171 2.994
C 0.344 -2.618 0.682
H -1.022 -0.134 -2.947
H 0.501 0.938 -2.911
H -1.140 1.513 -2.519
H -1.333 -0.297 -0.636
H -0.414 1.198 -0.473
H 1.783 0.201 -0.908
H 0.868 -1.266 -1.499
H 2.068 0.370 1.335
H 1.037 -0.887 3.850
H 2.690 -0.779 3.503
H 2.085 -2.293 3.015
H 0.644 -3.139 1.707
H 0.637 -3.411 -0.065
H -0.746 -2.459 0.613
H -0.105 -4.037 -2.278
H -0.955 -4.733 -1.364
O -0.051 -4.798 -1.798
H 2.326 2.453 0.470
H 1.772 3.903 0.644
O 1.467 3.040 0.428
H -1.162 -1.186 1.980
H -1.898 0.023 2.274
O -2.077 -0.823 2.007
H 4.387 2.312 0.495
H 4.077 0.860 0.365
O 3.675 1.695 0.257
H 0.442 -2.729 -4.065
H -0.787 -1.997 -3.742
O -0.373 -2.837 -3.604
H 3.718 -1.407 0.392
H 5.119 -1.278 -0.182
O 4.564 -0.848 0.439
H -0.160 3.292 -0.605
H -1.068 3.322 -1.923
O -0.976 3.658 -1.080
H -2.913 1.018 0.719
H -4.241 0.131 0.804
O -3.813 0.895 0.382
H -3.306 -0.618 -1.748
H -3.672 -0.021 -3.105
O -3.155 -0.651 -2.684
H -1.627 2.150 2.560
H -2.978 1.952 3.376
O -2.143 1.549 3.135
H -1.443 3.165 0.670
H -0.033 3.081 1.279
O -0.971 3.181 1.494
*
```

***

# 3
Formula: C6H12O2S
Source: the Open Molecules 2025 dataset
Level of theory: wB97M-V/def2-TZVPD

**E_LUMO (spin up / spin down)**: 0.71 / 0.69 eV
**E**: -784.30306 Ha

```
! wB97M-V def2-TZVPD RIJCOSX def2/J DEFGRID3
* xyz 0 1
C 1.722 -1.059 1.068
C 1.029 0.306 1.288
C 1.248 -1.523 -0.334
C 0.852 1.010 0.018
C -1.936 0.019 -1.454
C -1.878 0.807 -0.170
O 1.099 2.341 -0.171
O -2.148 0.199 1.019
S 1.170 -0.064 -1.426
H 2.888 -0.829 0.980
H 1.570 -1.886 1.866
H -0.083 0.200 1.740
H 1.451 0.850 1.999
H 1.944 -2.165 -0.877
H 0.307 -1.824 -0.112
H -2.857 -0.400 -1.632
H -1.240 -0.768 -1.613
H -1.860 0.651 -2.279
H -2.388 1.826 -0.109
H 0.705 2.864 -0.890
H -1.596 -0.555 1.089
*
```

***

# 4
Formula: C24H56ClN3O
Source: the Open Molecules 2025 dataset
Level of theory: wB97M-V/def2-TZVPD

**E_LUMO (spin up / spin down)**: -1.62 / -1.71 eV
**⟨S²⟩**: 0.751
**E**: -1647.27087 Ha

```
! wB97M-V def2-TZVPD RIJCOSX def2/J DEFGRID3
* xyz 1 2
C -0.539 -0.116 6.480
C 0.341 1.088 6.100
N 0.375 1.240 4.485
C 1.322 2.390 4.112
C 0.873 -0.037 3.723
C 2.180 -0.649 4.361
C -1.050 1.500 3.959
C -1.978 2.493 4.711
O -1.327 3.731 4.960
C -2.154 4.752 5.560
H -1.584 -0.237 6.194
H -0.518 -0.202 7.566
H 0.030 -1.002 6.199
H 1.393 1.026 6.379
H -0.203 1.966 6.446
H 2.296 2.148 4.537
H 0.904 3.255 4.627
H 1.377 2.581 3.041
H 0.924 0.313 2.692
H 0.089 -0.765 3.931
H 2.448 -1.550 3.808
H 2.029 -0.977 5.390
H 3.065 -0.018 4.273
H -1.640 0.586 4.027
H -0.870 1.684 2.900
H -2.303 1.929 5.585
H -2.725 2.699 3.945
H -1.651 5.702 5.742
H -2.684 4.425 6.453
H -2.936 5.035 4.856
C 3.637 -0.100 -4.002
C 3.742 -0.312 -2.484
C 3.593 -1.799 -2.168
N 3.013 -2.185 -0.804
C 3.905 -1.588 0.327
C 2.758 -3.715 -0.745
C 1.602 -3.961 0.172
C 0.647 -2.709 0.090
C 1.593 -1.587 -0.544
H 2.718 -0.380 -4.517
H 4.479 -0.554 -4.525
H 3.615 0.983 -4.126
H 2.982 0.274 -1.969
H 4.709 -0.035 -2.065
H 4.578 -2.258 -2.075
H 2.987 -2.335 -2.898
H 3.868 -0.499 0.291
H 4.912 -1.980 0.182
H 3.492 -1.897 1.288
H 3.726 -4.124 -0.459
H 2.494 -4.030 -1.755
H 2.059 -3.964 1.161
H 1.025 -4.879 0.057
H 0.227 -2.399 1.047
H -0.172 -2.942 -0.590
H 1.549 -0.802 0.210
H 1.187 -1.144 -1.454
C -1.766 -1.369 -7.326
C -1.670 -0.348 -6.190
C -2.386 -0.842 -4.964
N -2.414 0.216 -3.840
C -1.070 0.918 -3.475
C -3.074 -0.437 -2.641
C -3.845 0.624 -1.767
C -3.890 1.808 -2.798
C -3.574 1.254 -4.131
H -1.464 -1.056 -8.326
H -2.778 -1.738 -7.490
H -1.259 -2.321 -7.166
H -2.243 0.518 -6.521
H -0.624 -0.082 -6.035
H -1.952 -1.680 -4.418
H -3.438 -1.047 -5.161
H -0.368 0.128 -3.209
H -1.356 1.579 -2.656
H -0.814 1.537 -4.335
H -2.254 -0.834 -2.043
H -3.708 -1.244 -3.007
H -3.230 0.952 -0.928
H -4.909 0.489 -1.575
H -3.201 2.633 -2.614
H -4.857 2.306 -2.869
H -3.216 1.980 -4.862
H -4.509 0.798 -4.455
Cl -0.542 1.190 0.111
*
```

***

# 5
Formula: C5H7N
Source: the Open Molecules 2025 dataset
Level of theory: wB97M-V/def2-TZVPD

**E_LUMO**: 0.86 eV
**E**: -249.28964 Ha

```
! wB97M-V def2-TZVPD RIJCOSX def2/J DEFGRID3
* xyz 0 1
C 1.162 -0.295 0.586
C 0.847 0.899 -0.285
C 0.378 -0.646 -0.622
C -1.076 -0.249 -0.538
N -1.708 -0.028 0.751
C -0.401 1.018 -0.953
H 2.213 -0.570 0.573
H 0.720 -0.437 1.572
H 1.665 1.498 -0.662
H 0.820 -1.201 -1.445
H -1.748 -0.712 -1.271
H -1.078 -0.267 1.505
H -1.792 0.991 0.789
*
```

***

# 6
Formula: C24H23Cl3FeN3O2S2
Source: the Open Molecules 2025 dataset
Level of theory: wB97M-V/def2-TZVPD

**E_LUMO (spin up / spin down)**: -0.04 / -0.51 eV
**⟨S²⟩**: 8.804
**E**: -4683.80365 Ha

```
! wB97M-V def2-TZVPD RIJCOSX def2/J DEFGRID3
* xyz 0 6
Fe 0.236 0.076 0.242
Cl -3.301 6.593 0.655
C -2.247 5.211 0.714
C -1.296 5.119 1.748
C -0.444 4.052 1.822
C -0.484 3.003 0.861
O 0.354 2.032 0.941
C -1.471 3.110 -0.162
C -1.624 2.091 -1.145
O -0.989 1.031 -1.210
C -2.336 4.225 -0.221
H -1.254 5.907 2.488
H 0.286 3.972 2.617
H -2.382 2.277 -1.924
H -3.071 4.287 -1.014
Cl -1.230 -0.436 2.311
C -0.043 -0.755 3.578
C -0.588 -1.008 4.824
C 0.251 -1.281 5.889
C 1.620 -1.295 5.678
C 2.130 -1.039 4.420
Cl 3.859 -1.077 4.245
C 1.330 -0.757 3.292
S 2.047 -0.461 1.738
H -1.662 -0.988 4.948
H -0.156 -1.481 6.871
H 2.307 -1.503 6.487
C 1.334 -4.210 -1.161
C 0.628 -3.114 -0.527
N 0.085 -2.234 -0.035
H 1.422 -4.003 -2.226
H 0.778 -5.135 -1.022
H 2.326 -4.304 -0.720
C 4.275 2.688 -3.049
N 3.455 1.508 -2.886
C 2.666 1.264 -1.826
N 2.581 2.199 -0.887
S 1.849 -0.222 -1.742
H 4.826 2.602 -3.982
H 4.999 2.789 -2.237
H 3.668 3.595 -3.104
H 3.499 0.770 -3.566
H 3.080 3.068 -0.972
H 1.981 2.072 -0.073
C -3.292 -1.381 -0.677
C -2.755 -2.278 -1.609
C -1.983 -1.831 -2.711
C -1.425 -2.731 -3.594
C -1.618 -4.102 -3.426
C -2.378 -4.565 -2.352
C -2.937 -3.676 -1.459
H -3.850 -1.748 0.173
H -3.177 -0.316 -0.795
H -1.807 -0.771 -2.832
H -0.829 -2.366 -4.421
H -1.185 -4.803 -4.129
H -2.537 -5.629 -2.221
H -3.521 -4.040 -0.623
*
```

***

# 7
Formula: C4H10N3O
Source: the Open Molecules 2025 dataset
Level of theory: wB97M-V/def2-TZVPD

**SMILES**: C[C@H]1ONC(=[NH2+])N1C
**E_LUMO**: -3.06 eV
**E**: -397.62557 Ha

```
! wB97M-V def2-TZVPD RIJCOSX def2/J DEFGRID3
* xyz 1 1
C 0.365 -0.977 -0.848
C 0.556 0.394 0.988
C -0.411 0.920 2.029
C -0.850 1.141 -1.017
N 1.386 -1.573 0.214
N -0.064 0.140 -0.341
N 0.168 -1.538 -2.010
O 1.004 -0.876 1.379
H 1.402 1.089 0.834
H -0.596 1.980 1.896
H 0.042 0.775 3.006
H -1.346 0.365 2.003
H -0.210 1.776 -1.634
H -1.609 0.669 -1.639
H -1.350 1.758 -0.276
H 1.257 -2.568 0.395
H 0.611 -2.412 -2.247
H -0.357 -1.064 -2.732
*
```

***

# 8
Formula: C25H29N3O2
Source: the Open Molecules 2025 dataset
Level of theory: wB97M-V/def2-TZVPD

**SMILES**: O[C@H](COC(c1ccccc1)c1ccccc1)CN1CCN(c2ccccn2)CC1
**E_LUMO**: 0.73 eV
**E**: -1284.78613 Ha

```
! wB97M-V def2-TZVPD RIJCOSX def2/J DEFGRID3
* xyz 0 1
O 1.191 -3.959 -0.547
H 2.145 -3.859 -0.647
C 0.646 -2.669 -0.392
C -0.827 -2.837 -0.001
N -1.445 -1.580 0.372
C -1.687 -0.701 -0.759
H -0.752 -0.549 -1.299
C -2.193 0.652 -0.249
N -3.406 0.482 0.513
C -4.658 0.563 -0.031
N -5.641 -0.006 0.675
C -6.886 0.095 0.250
C -7.256 0.756 -0.906
C -6.243 1.353 -1.648
C -4.937 1.264 -1.219
H -4.155 1.734 -1.793
H -6.475 1.886 -2.560
H -8.286 0.807 -1.217
H -7.622 -0.391 0.879
C -3.181 -0.415 1.625
H -4.120 -0.537 2.164
C -2.677 -1.769 1.122
H -2.468 -2.421 1.973
H -3.464 -2.237 0.506
H -2.426 0.034 2.275
H -2.340 1.335 -1.083
H -1.435 1.081 0.416
H -2.432 -1.131 -1.454
H -1.352 -3.340 -0.829
H -0.854 -3.503 0.864
C 1.397 -1.861 0.669
O 2.624 -1.429 0.118
C 3.142 -0.270 0.745
C 2.233 0.926 0.528
C 1.807 1.226 -0.760
C 0.972 2.304 -0.986
C 0.561 3.098 0.073
C 0.987 2.806 1.357
C 1.817 1.722 1.584
H 2.141 1.493 2.590
H 0.666 3.421 2.186
H -0.092 3.940 -0.103
H 0.643 2.530 -1.990
H 2.134 0.603 -1.578
C 4.500 0.057 0.167
C 4.911 -0.473 -1.047
C 6.143 -0.129 -1.577
C 6.969 0.752 -0.902
C 6.561 1.287 0.309
C 5.332 0.941 0.841
H 5.014 1.360 1.785
H 7.202 1.974 0.841
H 7.930 1.021 -1.316
H 6.457 -0.550 -2.521
H 4.264 -1.163 -1.565
H 3.244 -0.454 1.828
H 0.773 -1.009 0.957
H 1.577 -2.487 1.555
H 0.730 -2.124 -1.345
*
```

***

# 9
Formula: C3H7N3
Source: the Open Molecules 2025 dataset
Level of theory: wB97M-V/def2-TZVPD

**E_LUMO**: 1.00 eV
**E**: -282.62907 Ha

```
! wB97M-V def2-TZVPD RIJCOSX def2/J DEFGRID3
* xyz 0 1
C -0.659 0.175 0.382
C 1.885 -0.259 0.145
C 0.621 0.237 -0.519
N -1.825 0.918 -0.224
N -2.447 -0.212 -0.065
N -1.600 -1.049 0.452
H -0.547 0.576 1.359
H 2.727 0.133 -0.454
H 1.985 -1.449 0.043
H 2.134 0.173 1.088
H 0.311 -0.189 -1.538
H 0.878 1.319 -0.550
H -3.465 -0.373 -0.120
*
```

***

# 10
Formula: C32H32N4O3P2TeV
Source: the Open Molecules 2025 dataset
Level of theory: wB97M-V/def2-TZVPD

**E_LUMO (spin up / spin down)**: -2.88 / -4.69 eV
**⟨S²⟩**: 2.474
**E**: -3577.75327 Ha

```
! wB97M-V def2-TZVPD RIJCOSX def2/J DEFGRID3
* xyz 1 3
V 1.837 -0.214 -1.535
Te -2.937 0.836 -0.212
C -3.546 -0.562 1.259
C -3.577 -0.168 2.591
C -3.883 -1.121 3.553
N -4.140 -2.394 3.267
C -4.134 -2.751 1.987
C -3.854 -1.875 0.944
C -0.954 0.398 -0.086
P -0.127 -1.170 -0.341
C 0.371 -1.911 1.237
C 1.296 -2.959 1.194
C 1.730 -3.550 2.371
C 1.252 -3.097 3.595
C 0.338 -2.054 3.640
C -0.102 -1.461 2.464
C -1.226 -2.365 -1.128
C -1.695 -2.068 -2.408
C -2.540 -2.954 -3.057
C -2.906 -4.143 -2.441
C -2.426 -4.449 -1.175
C -1.588 -3.562 -0.515
P 0.272 1.590 -0.646
C 0.836 2.503 0.822
C 1.898 3.397 0.662
C 2.386 4.110 1.744
C 1.822 3.931 3.002
C 0.768 3.045 3.169
C 0.274 2.333 2.083
C -0.637 2.783 -1.657
C -1.230 3.927 -1.125
C -2.027 4.728 -1.931
C -2.237 4.385 -3.259
C -1.640 3.251 -3.795
C -0.837 2.450 -2.999
H -3.370 0.853 2.887
H -3.917 -0.845 4.601
H -4.361 -3.790 1.776
H -3.871 -2.227 -0.080
H 1.666 -3.317 0.237
H 2.436 -4.369 2.333
H 1.588 -3.563 4.511
H -0.042 -1.706 4.592
H -0.826 -0.659 2.500
H -1.387 -1.155 -2.902
H -2.900 -2.723 -4.051
H -3.558 -4.838 -2.953
H -2.706 -5.379 -0.697
H -1.225 -3.804 0.476
H 2.330 3.555 -0.322
H 3.201 4.809 1.608
H 2.202 4.487 3.849
H 0.325 2.910 4.146
H -0.552 1.646 2.216
H -1.068 4.192 -0.087
H -2.487 5.617 -1.520
H -2.863 5.009 -3.883
H -1.795 2.995 -4.835
H -0.357 1.570 -3.416
N 3.076 -0.130 0.269
C 4.441 -0.099 -0.302
C 4.562 1.140 -1.172
N 3.420 1.192 -2.117
H 2.937 0.664 0.891
H 2.939 -0.968 0.830
H 4.566 -1.001 -0.906
H 5.213 -0.099 0.470
H 5.514 1.138 -1.702
H 4.533 2.032 -0.543
H 3.676 0.706 -2.986
H 3.199 2.144 -2.383
O 2.109 -2.042 -2.150
N 2.200 -1.177 -3.181
O 3.238 -1.065 -3.850
O 1.080 -0.542 -3.424
*
```

***

# 11
Formula: CH9O4
Source: the Open Molecules 2025 dataset
Level of theory: wB97M-V/def2-TZVPD

**E_LUMO**: 4.15 eV
**E**: -344.46580 Ha

```
! wB97M-V def2-TZVPD RIJCOSX def2/J DEFGRID3
* xyz -1 1
C 2.648 -0.599 -0.735
O 2.698 -0.074 0.553
H 1.731 -1.176 -1.137
H 3.641 -1.245 -0.975
H 2.788 0.307 -1.503
H -4.019 0.768 -0.063
H -3.095 -0.432 -0.205
O -4.038 -0.208 -0.222
H -0.476 0.315 0.362
H -0.889 -1.216 -0.384
O -1.332 -0.400 -0.174
H 1.757 0.417 0.638
H 0.143 1.453 1.497
O 0.489 1.233 0.615
*
```